(1)
Molecular formula: C2H11N5O
Method: DFT, the ωB97M-V functional and the def2-TZVPD basis

Each line ends with the Mulliken charge.
Positions of all 19 atoms, in Å:
C -0.41139 -0.31647 0.42236  -0.64
C -2.72298 0.10605 0.58358  0.21
N -1.70076 -0.40811 -0.00983  -0.01
N 0.56549 1.29840 -1.27800  -0.63
N 3.00478 -0.81400 0.06771  -0.38
N 0.61418 0.07592 -0.61794  -0.01
N 1.98469 -0.29251 0.62565  0.01
O -3.87737 -0.05840 0.04636  -0.35
H -0.18134 0.53926 1.20328  0.44
H -0.00442 -1.24242 0.67443  0.37
H -2.55610 0.68786 1.46559  0.37
H -1.87024 -1.28699 -0.59765  0.38
H 1.27220 1.36018 -2.04813  0.30
H 0.69514 2.14883 -0.63825  0.30
H 3.14436 -1.76723 0.03850  0.25
H 3.79826 -0.34664 -0.38323  0.25
H 0.57914 -0.66228 -1.26156  0.34
H 2.31097 0.72427 1.10514  0.36
H -4.64461 0.25428 0.60199  0.45

Output
E_tot = -11728.734 eV
M = 121.14 g/mol
Total charge = +2
Frontier orbital gap = 8.861 eV
E_LUMO = -0.2973 hartree
HOMO level = -16.950 eV
Energy above the lowest of the compared OMol25 structures with the same formula, charge and spin = 83.6 kcal/mol


(2)
Molecular formula: Li2N3O9Sr2
Method: DFT, the ωB97M-V functional and the def2-TZVPD basis

Each line ends with the Mulliken charge.
Positions of all 16 atoms, in Å:
Sr -5.49171 4.52258 -2.12148  1.53
Sr -1.79270 -1.98409 2.14665  1.85
Li -0.02678 -2.80304 -3.94528  0.99
Li 0.27697 3.64625 -5.02497  0.99
N 1.41904 2.28447 3.78215  1.11
O 0.81163 1.25486 3.48332  -0.63
O 1.12926 3.02076 4.70128  -0.50
O 2.35054 2.61078 3.15308  -0.48
N 1.98421 -4.46644 0.19116  1.00
O 3.10218 -4.89648 0.03424  -0.53
O 1.60660 -4.26729 1.33364  -0.61
O 1.46690 -3.99918 -0.80996  -0.73
N -1.50532 1.22598 -1.71463  0.91
O -1.92313 1.50341 -0.64787  -0.57
O -1.68812 0.08529 -2.08901  -0.64
O -1.71961 2.26209 -2.47233  -0.69

Output
E_tot = -24932.779 eV
M = 375.13 g/mol
Total charge = +3
Frontier orbital gap = 1.523 eV
E_LUMO = -0.4197 hartree
HOMO level = -12.945 eV
Energy above the lowest of the compared OMol25 structures with the same formula, charge and spin = 0.0 kcal/mol


(3)
Molecular formula: C8H9N3O
Method: DFT, the ωB97M-V functional and the def2-TZVPD basis

Each line ends with the Mulliken charge.
Positions of all 21 atoms, in Å:
C 1.12715 -0.94473 -3.08263  -0.20
C 0.25528 -0.62685 -2.03689  0.33
C -0.89010 -1.06772 0.96232  -0.51
C -1.83804 -0.43622 -1.06246  0.28
C 0.20190 -0.95835 1.93196  -0.48
C 0.78995 0.45158 2.10549  -0.53
C 0.95595 1.15185 0.82442  -0.35
C -0.38291 1.20046 0.14870  -0.76
N 2.02755 -1.20794 -3.76395  -0.41
N -1.02720 -0.69966 -2.19670  -0.01
N -1.07584 -0.15414 0.08066  0.37
O -3.06457 -0.41757 -1.14477  -0.52
H 0.01878 -1.44306 2.83096  0.43
H 0.86777 -1.55092 1.32290  0.25
H 0.12855 1.00759 2.78656  0.29
H 1.87541 0.46015 2.66693  0.25
H 1.40749 2.16257 0.97482  0.28
H 1.59328 0.75171 -0.00891  0.21
H -1.25183 1.64907 0.77671  0.35
H -0.40284 1.43447 -0.92676  0.43
H -1.31571 -0.76230 -3.18937  0.30

Output
E_tot = -14953.769 eV
M = 163.18 g/mol
Total charge = 0
Frontier orbital gap = 6.415 eV
E_LUMO = -0.0526 hartree
HOMO level = -7.847 eV
Energy above the lowest of the compared OMol25 structures with the same formula, charge and spin = 125.6 kcal/mol


(4)
Molecular formula: C2H4I2S
Method: DFT, the ωB97M-V functional and the def2-TZVPD basis

Each line ends with the Mulliken charge.
Positions of all 9 atoms, in Å:
C -1.12163 0.87282 -0.00790  -0.56
C 0.53467 -1.32055 0.38612  -0.71
S -0.04169 2.05771 -0.64038  -0.09
I 1.96017 -0.75421 -1.13938  0.12
I 1.38556 -1.10854 2.39979  0.04
H -1.18037 -0.09308 -0.55250  0.36
H -1.34962 0.98867 1.10677  0.31
H 0.20364 -2.42743 0.34395  0.37
H -0.39073 1.78461 -1.89648  0.16

Output
E_tot = -29171.103 eV
M = 313.93 g/mol
Total charge = 0
Frontier orbital gap (alpha / beta) = 6.457 / 8.184 eV
E_LUMO (alpha / beta) = -0.0504 / -0.0129 hartree
HOMO level (alpha / beta) = -7.827 / -8.536 eV
Energy above the lowest of the compared OMol25 structures with the same formula, charge and spin = 81.0 kcal/mol


(5)
Molecular formula: C17H37ClF2NO13P4S2
Method: DFT, the ωB97M-V functional and the def2-TZVPD basis

Each line ends with the Mulliken charge.
Positions of all 77 atoms, in Å:
O -7.52529 -1.08107 0.49804  -0.45
P -6.04754 -1.50137 1.30636  0.18
Cl -5.59105 0.06139 2.67423  -0.08
C -4.60397 -1.41003 0.04957  0.10
C -4.52137 -0.14157 -0.88363  0.26
F -5.47822 0.89400 -0.77467  -0.25
C -3.34118 -0.07374 -1.87011  -0.20
N -2.32685 -1.11560 -1.97939  0.26
C -1.23306 -0.84288 -2.97047  -0.82
C -0.23231 0.34183 -2.54655  -0.49
C -0.06447 0.56271 -0.96789  -0.53
S 1.39555 -0.32608 -0.21279  -0.10
C -2.36191 -2.31415 -1.14618  0.10
S -1.07630 -3.63829 -1.24619  -0.14
C -3.51415 -2.51095 -0.11306  0.38
F -3.59798 -3.64807 0.70229  -0.20
H -7.30330 -0.76155 -0.41655  0.34
H -3.25402 0.85817 -2.54185  0.38
H -1.77156 -0.48072 -3.92870  0.37
H -0.68867 -1.80683 -3.30063  0.41
H -0.63541 1.32117 -3.00997  0.34
H 0.80494 0.12015 -2.97935  0.36
H 0.15795 1.68813 -0.81954  0.36
H -0.99238 0.34536 -0.34250  0.25
H 1.34338 -1.64009 -0.65453  0.04
H -0.23750 -3.34771 -0.15640  0.22
C 1.42084 -7.05608 -6.94425  -0.68
O 2.20120 -7.45043 -5.82001  -0.32
P 1.46973 -7.19256 -4.28811  1.08
O 1.49833 -5.67047 -4.44652  -0.66
O 2.81768 -7.71138 -3.52759  -0.34
C 4.08079 -7.20432 -3.92781  -0.62
O 0.67921 -7.08268 -2.76711  -0.25
C -0.73188 -6.93465 -2.85685  -0.72
H 1.81709 -7.55214 -7.83130  0.26
H 0.37710 -7.34556 -6.81008  0.29
H 1.49391 -5.97525 -7.08547  0.27
H 4.00822 -6.19772 -4.34734  0.32
H 4.52530 -7.87613 -4.66266  0.24
H 4.73188 -7.16918 -3.05370  0.25
H -1.15702 -7.72726 -3.47620  0.33
H -0.98052 -5.95845 -3.28162  0.25
H -1.15451 -7.00467 -1.85325  0.27
C -3.94396 2.77221 2.77449  -0.77
O -3.93363 4.15289 3.11200  -0.37
P -2.65961 4.64492 4.15777  1.12
O -3.19826 3.81460 5.32348  -0.66
O -3.25940 6.16281 4.21403  -0.35
C -4.64281 6.35494 4.46034  -0.61
O -1.30255 5.16885 5.06988  -0.27
C -0.21765 4.24629 5.08158  -0.67
H -4.55795 2.63795 1.88215  0.33
H -2.93110 2.41868 2.56834  0.29
H -4.38244 2.19498 3.59106  0.31
H -5.07399 5.54373 5.05230  0.32
H -5.17275 6.43715 3.51061  0.23
H -4.76979 7.28894 5.00862  0.25
H 0.06264 3.97887 4.06034  0.27
H -0.49356 3.34723 5.63796  0.32
H 0.63553 4.71873 5.56960  0.25
C 6.31674 2.72846 3.75140  -0.66
O 5.62663 2.49386 2.52770  -0.33
P 5.10447 3.90334 1.69637  1.04
O 4.11422 4.27850 2.79935  -0.63
O 4.36785 2.98837 0.55921  -0.38
C 3.53185 1.92061 0.96613  -0.36
O 4.72354 5.30723 0.78429  -0.25
C 5.42737 6.47572 1.19474  -0.69
H 6.87392 1.82754 4.01242  0.25
H 7.01406 3.56149 3.64748  0.29
H 5.59883 2.93916 4.54735  0.26
H 3.07962 2.09860 1.94556  0.36
H 4.11129 0.99679 0.99264  0.28
H 2.73420 1.80638 0.23306  -0.10
H 6.50240 6.28402 1.20972  0.31
H 5.09277 6.78817 2.18669  0.30
H 5.22092 7.27477 0.48168  0.25

Output
E_tot = -123102.290 eV
M = 724.96 g/mol
Total charge = +1
Frontier orbital gap = 5.102 eV
E_LUMO = -0.2154 hartree
HOMO level = -10.963 eV


(6)
Molecular formula: C7H15B
Method: DFT, the ωB97M-V functional and the def2-TZVPD basis

Each line ends with the Mulliken charge.
Positions of all 23 atoms, in Å:
B -0.18593 1.18179 0.85788  0.19
C -0.47291 2.60015 1.30516  -0.48
C 0.33458 1.64004 2.21055  -0.59
C -0.98841 -2.02462 0.85547  -1.24
C -0.19347 0.51076 -2.11285  -1.75
C 1.59072 -0.73864 -0.75848  -1.45
C -0.77874 -1.58092 -0.58724  -0.68
C 0.12268 -0.30810 -0.79191  1.22
H 0.29767 3.30864 0.89884  0.22
H -1.37839 3.20428 1.61159  0.27
H -0.14496 1.37906 3.14563  0.27
H 1.43846 1.85973 2.23416  0.22
H 0.01036 -2.12965 1.24074  0.29
H -1.52231 -2.94670 0.89791  0.41
H -1.48209 -1.24461 1.35521  0.28
H -0.13386 -0.15014 -3.01096  0.39
H 0.43571 1.36698 -2.23905  0.44
H -1.24886 0.77496 -2.10939  0.42
H 2.34009 -0.66521 0.01022  0.35
H 1.71792 -1.87764 -1.17644  0.23
H 2.16824 -0.27078 -1.65141  0.34
H -1.69454 -1.40591 -1.07996  0.36
H -0.23197 -2.48349 -1.10565  0.29

Output
E_tot = -8173.906 eV
M = 110.01 g/mol
Total charge = 0
Frontier orbital gap = 9.044 eV
E_LUMO = 0.0200 hartree
HOMO level = -8.500 eV
Energy above the lowest of the compared OMol25 structures with the same formula, charge and spin = 117.9 kcal/mol


(7)
Molecular formula: C7H11N3O2S
Method: DFT, the ωB97M-V functional and the def2-TZVPD basis

Each line ends with the Mulliken charge.
Positions of all 24 atoms, in Å:
N -0.13077 -1.73743 -3.64732  -0.52
N -0.41767 -2.00160 -2.27916  -0.40
S 0.48759 -0.80312 -1.32434  1.23
O 1.88883 -0.96118 -1.54830  -0.77
O -0.02311 0.46283 -1.77299  -0.65
C 0.10086 -1.03778 0.59521  -0.73
N 1.35102 -1.67638 0.99523  -0.70
C -0.20421 0.34951 0.95694  0.79
C -1.51357 0.72097 1.41811  -0.80
C -1.79518 2.05892 1.58627  -0.25
C -0.81494 3.03407 1.54161  -0.66
C 0.44700 2.64995 1.12237  -0.27
C 0.82344 1.31269 0.97431  -0.34
H -0.02208 -0.68649 -3.65206  0.37
H 0.62302 -2.34464 -3.75284  0.28
H -1.37805 -1.73901 -2.04695  0.30
H -0.71326 -1.63085 0.52765  0.71
H 1.96064 -1.70501 0.18599  0.31
H 1.72432 -1.13392 1.71513  0.30
H -2.18201 -0.01840 1.73007  0.43
H -2.82385 2.33568 1.92351  0.31
H -1.12005 4.01581 1.41379  0.39
H 1.25412 3.38246 0.79118  0.26
H 1.80130 0.90286 0.98251  0.40

Output
E_tot = -26834.580 eV
M = 201.25 g/mol
Total charge = 0
Frontier orbital gap = 9.585 eV
E_LUMO = 0.0103 hartree
HOMO level = -9.305 eV
SMILES = NNS(=O)(=O)[C@@H](N)c1ccccc1
Energy above the lowest of the compared OMol25 structures with the same formula, charge and spin = 61.1 kcal/mol


The highest total charge belongs to which entry?
Li2N3O9Sr2


E_tot of number 4 (C2H4I2S)?
-29171.103 eV


Please write out number 7 again, unchanged.
Molecular formula: C7H11N3O2S
Method: DFT, the ωB97M-V functional and the def2-TZVPD basis

Each line ends with the Mulliken charge.
Positions of all 24 atoms, in Å:
N -0.13077 -1.73743 -3.64732  -0.52
N -0.41767 -2.00160 -2.27916  -0.40
S 0.48759 -0.80312 -1.32434  1.23
O 1.88883 -0.96118 -1.54830  -0.77
O -0.02311 0.46283 -1.77299  -0.65
C 0.10086 -1.03778 0.59521  -0.73
N 1.35102 -1.67638 0.99523  -0.70
C -0.20421 0.34951 0.95694  0.79
C -1.51357 0.72097 1.41811  -0.80
C -1.79518 2.05892 1.58627  -0.25
C -0.81494 3.03407 1.54161  -0.66
C 0.44700 2.64995 1.12237  -0.27
C 0.82344 1.31269 0.97431  -0.34
H -0.02208 -0.68649 -3.65206  0.37
H 0.62302 -2.34464 -3.75284  0.28
H -1.37805 -1.73901 -2.04695  0.30
H -0.71326 -1.63085 0.52765  0.71
H 1.96064 -1.70501 0.18599  0.31
H 1.72432 -1.13392 1.71513  0.30
H -2.18201 -0.01840 1.73007  0.43
H -2.82385 2.33568 1.92351  0.31
H -1.12005 4.01581 1.41379  0.39
H 1.25412 3.38246 0.79118  0.26
H 1.80130 0.90286 0.98251  0.40

Output
E_tot = -26834.580 eV
M = 201.25 g/mol
Total charge = 0
Frontier orbital gap = 9.585 eV
E_LUMO = 0.0103 hartree
HOMO level = -9.305 eV
SMILES = NNS(=O)(=O)[C@@H](N)c1ccccc1
Energy above the lowest of the compared OMol25 structures with the same formula, charge and spin = 61.1 kcal/mol